a | Below is CH3ClO2S in the gas phase, with properties calculated with ωB97M-V/def2-TZVPD.

```
! wB97M-V def2-TZVPD RIJCOSX def2/J DEFGRID3
* xyz 0 1
C -0.051 0.151 -0.134
O -1.892 -1.720 0.566
O 0.820 -0.810 0.026
S -1.817 -0.753 -0.519
Cl -3.027 0.786 0.167
H -0.262 1.000 0.783
H 0.301 0.690 -1.041
H 0.797 -1.233 0.910
*
```

Values from the calculation:
Frontier orbital gap: 9.626 eV

---

b | Below is CH3ClO2S in the gas phase, with properties calculated with ωB97M-V/def2-TZVPD.

```
! wB97M-V def2-TZVPD RIJCOSX def2/J DEFGRID3
* xyz 0 1
C -0.353 0.379 -0.929
O -1.768 -1.424 0.219
O 0.339 -0.386 -0.168
S -2.293 -0.425 -0.736
Cl -3.402 0.862 0.439
H -0.440 1.482 -0.481
H -0.169 0.400 -1.961
H -0.315 -1.220 0.084
*
```

Values from the calculation:
Frontier orbital gap: 9.821 eV

---

Most stable: a

---

a | Below is 2 unconnected molecules or ions with the total composition C4H10IN2S, with properties calculated with ωB97M-V/def2-TZVPD.

```
! wB97M-V def2-TZVPD RIJCOSX def2/J DEFGRID3
* xyz 1 1
C 1.430 1.415 0.168
C 0.670 1.247 -1.014
C 0.020 0.873 0.292
C 2.613 0.534 0.476
N -2.604 -0.491 -0.786
N -0.384 -0.511 0.661
S 0.321 1.378 -2.553
I -1.494 2.210 1.220
H 1.489 2.434 0.648
H 3.487 1.001 0.791
H 2.847 -0.007 -0.424
H 2.401 -0.227 1.088
H -1.591 -0.819 -0.301
H -2.802 -0.933 -1.681
H 0.457 -1.087 0.654
H -0.857 -0.620 1.554
H -2.892 0.496 -0.848
H -3.315 -1.016 -0.250
*
```

Values from the calculation:
Frontier orbital gap: 7.503 eV

---

b | Below is 2 unconnected molecules or ions with the total composition C4H10IN2S, with properties calculated with ωB97M-V/def2-TZVPD.

```
! wB97M-V def2-TZVPD RIJCOSX def2/J DEFGRID3
* xyz 1 1
C 0.109 1.349 -0.219
C 1.006 0.075 -0.009
C 1.015 0.776 -1.265
C -1.378 1.600 -0.080
N 0.379 -1.309 0.029
N 1.152 0.824 -2.483
S 2.276 0.007 1.271
I -0.159 -4.121 1.943
H 0.713 2.197 0.335
H -1.485 2.579 -0.360
H -1.814 1.512 0.977
H -2.082 0.909 -0.603
H -0.446 -1.415 -0.450
H 1.082 -2.143 -0.270
H 0.242 -1.607 1.051
H 1.858 0.284 -2.898
H -1.162 -5.358 2.355
H 2.695 1.172 0.828
*
```

Values from the calculation:
Frontier orbital gap: 9.434 eV

---

Most stable: a

---

a | Below is C2H2ClN3 in the gas phase, with properties calculated with ωB97M-V/def2-TZVPD.

```
! wB97M-V def2-TZVPD RIJCOSX def2/J DEFGRID3
* xyz 0 1
Cl 1.313 -1.442 1.353
C 0.292 -0.489 0.367
C -0.461 -0.685 -0.780
N -0.982 0.551 -1.132
N -0.505 1.475 -0.380
N 0.272 0.854 0.527
H -0.655 -1.607 -1.276
H 0.725 1.343 1.322
*
```

Values from the calculation:
SMILES: Clc1cnn[nH]1
Frontier orbital gap: 10.550 eV

---

b | Below is 2 unconnected molecules or ions with the total composition C2H2ClN3, with properties calculated with ωB97M-V/def2-TZVPD.

```
! wB97M-V def2-TZVPD RIJCOSX def2/J DEFGRID3
* xyz 0 1
C 0.642 -1.757 0.182
C 0.075 1.229 0.068
N 1.781 -1.943 0.038
N -0.756 2.086 0.309
N -0.555 -1.412 0.243
Cl 1.579 0.967 -0.128
H -1.719 2.121 -0.086
H -1.046 -1.291 -0.627
*
```

Values from the calculation:
Frontier orbital gap (spin up / spin down): 8.308 / 6.102 eV

---

Most stable: a

---

a | Below is a gas-phase ion, C4H13N2 (charge +1), with properties calculated with ωB97M-V/def2-TZVPD.

```
! wB97M-V def2-TZVPD RIJCOSX def2/J DEFGRID3
* xyz 1 1
N 2.724 -0.368 0.257
C 1.448 -0.952 0.632
C 0.436 -1.122 -0.480
C -0.321 0.168 -0.813
C -1.022 0.785 0.416
N -2.390 1.252 0.095
H 2.713 0.336 -0.474
H 3.351 -1.120 0.014
H 1.670 -1.856 1.190
H 1.043 -0.347 1.456
H -0.328 -1.871 -0.268
H 0.944 -1.439 -1.393
H 0.369 0.920 -1.214
H -0.966 0.033 -1.689
H -1.129 -0.021 1.148
H -0.266 1.420 0.877
H -2.978 0.452 -0.134
H -2.491 2.047 -0.549
H -2.806 1.683 0.931
*
```

Values from the calculation:
SMILES: NCCCC[NH3+]
Frontier orbital gap: 8.333 eV

---

b | Below is 2 unconnected molecules or ions with the total composition C4H13N2, with properties calculated with ωB97M-V/def2-TZVPD.

```
! wB97M-V def2-TZVPD RIJCOSX def2/J DEFGRID3
* xyz 1 1
C -0.896 -1.260 -1.992
C -0.861 -0.824 -0.575
C -0.376 -1.614 0.378
N -0.242 -1.241 1.797
H -0.661 -2.329 -2.059
H -1.878 -1.086 -2.455
H -0.105 -0.772 -2.601
H -1.102 0.208 -0.327
H -0.044 -2.668 0.174
H -0.981 -0.601 2.071
H -0.283 -2.048 2.414
H 0.660 -0.736 1.993
C 0.731 2.479 -0.202
N 1.672 1.796 0.711
H -0.228 1.928 -0.461
H 1.243 2.734 -1.134
H 0.396 3.422 0.234
H 1.224 1.799 1.622
H 1.730 0.814 0.412
*
```

Values from the calculation:
Frontier orbital gap: 9.266 eV

---

c | Below is a gas-phase ion, C4H13N2 (charge +1), with properties calculated with ωB97M-V/def2-TZVPD.

```
! wB97M-V def2-TZVPD RIJCOSX def2/J DEFGRID3
* xyz 1 1
C 2.202 0.273 -0.137
C 0.910 -0.236 0.344
N 0.234 -1.433 -0.359
C -0.108 0.921 -0.001
C -1.442 0.782 0.569
N -2.242 -0.420 -0.126
H 2.061 1.109 -0.969
H 2.953 -0.421 -0.601
H 2.822 0.970 0.651
H 0.734 -0.490 1.375
H 0.413 -2.228 0.234
H 0.876 -1.690 -1.161
H -0.847 -1.266 -0.360
H 0.308 1.913 0.327
H -0.003 0.893 -1.133
H -2.141 1.756 0.482
H -1.444 0.411 1.615
H -2.094 -0.244 -1.081
H -3.192 -0.600 0.332
*
```

Values from the calculation:
SMILES: C[C@H]([NH3+])CCN
Frontier orbital gap: 11.158 eV

---

Most stable: a